<i>
This record from the Open Molecules 2025 dataset describes a single C4H8N4 molecule. The level of theory is ωB97M-V with the def2-TZVPD basis set.

SMILES string ... [H]\N=C(N)/C=C\C=N\N
Highest occupied orbital energy ... -8.9 eV

Structure (ORCA input):
```
! wB97M-V def2-TZVPD RIJCOSX def2/J DEFGRID3
* xyz 0 1
H 0.14071 -0.90197 -0.15286
N -0.76730 -1.37693 -0.07089
C -1.58669 -0.42877 -0.09225
N -2.92669 -0.46334 0.03399
C -1.10829 1.07000 -0.06854
C 0.11243 1.64205 -0.09495
C 1.41296 0.87482 0.13147
N 1.64434 -0.36734 -0.14196
N 2.91575 -0.84064 0.17765
H -3.43580 0.24059 0.51186
H -3.24410 -1.34542 0.53973
H -1.93416 1.80764 0.11664
H 0.33374 2.68625 -0.42579
H 2.20528 1.54441 0.72765
H 3.11979 -1.50971 -0.54824
H 3.76931 -0.13272 -0.01493
*
```

<ii>
This record from the Open Molecules 2025 dataset describes a single C4H8N4 molecule. The level of theory is ωB97M-V with the def2-TZVPD basis set.

SMILES string ... CC1=NN=CN(C)N1
Highest occupied orbital energy ... -7.7 eV

Structure (ORCA input):
```
! wB97M-V def2-TZVPD RIJCOSX def2/J DEFGRID3
* xyz 0 1
C 0.94205 -1.43155 -1.79644
C 0.08417 -0.40339 -1.16027
N -1.16025 -0.32543 -1.45352
N -1.95135 0.58717 -0.83061
C -1.57342 0.98094 0.30952
N -0.32661 0.87567 0.77074
C 0.08430 0.56400 2.18502
N 0.61037 0.41160 -0.12482
H 1.81328 -1.74872 -1.28864
H 1.22167 -1.07106 -2.78946
H 0.34437 -2.30375 -2.02456
H -2.28223 1.59551 0.89133
H 1.04738 1.11779 2.38497
H 0.36874 -0.51155 2.28054
H -0.68008 0.77855 2.98788
H 1.45763 0.88422 -0.34170
*
```

<iii>
This record from the Open Molecules 2025 dataset describes a single C4H8N4 molecule. The level of theory is ωB97M-V with the def2-TZVPD basis set.

SMILES string ... N[C@@H]1C=NN=C[C@@H]1N
Highest occupied orbital energy ... -9.1 eV

Structure (ORCA input):
```
! wB97M-V def2-TZVPD RIJCOSX def2/J DEFGRID3
* xyz 0 1
N 2.00763 -0.04474 0.39504
C 0.76635 0.48040 -0.13063
C 0.01330 1.19363 0.87255
N -1.17149 1.39899 0.84327
N -1.97110 0.92966 -0.31672
C -1.50621 0.07632 -1.12340
C -0.18208 -0.56789 -0.79350
N -0.67427 -1.66700 0.16163
H 2.68022 -0.48214 -0.10562
H 2.51420 0.31824 1.46453
H 0.77735 1.28925 -1.04270
H 0.72755 1.64363 1.71658
H -2.52319 0.00172 -1.73475
H 0.27812 -1.09277 -1.71235
H -0.01439 -2.21012 0.80980
H -1.72198 -1.26719 0.69627
*
```

<iv>
This record from the Open Molecules 2025 dataset describes a single C4H8N4 molecule. The level of theory is ωB97M-V with the def2-TZVPD basis set.

SMILES string ... C1=NN[C@@H]2C[C@H]2NN1
Highest occupied orbital energy ... -7.7 eV

Structure (ORCA input):
```
! wB97M-V def2-TZVPD RIJCOSX def2/J DEFGRID3
* xyz 0 1
C 1.78122 0.08491 -0.09999
N 1.81118 -1.21680 -0.09589
N 0.47132 -1.67875 0.27444
C -0.49994 -0.75506 0.52101
C -1.94734 -0.51357 -0.16159
C -0.84312 0.44475 -0.37065
N -0.30512 1.58255 0.38957
N 1.17565 1.29273 -0.02772
H 2.75547 0.34217 -0.12965
H 0.27964 -2.47532 -0.26819
H -0.62513 -0.57585 1.62008
H -2.80131 -0.31606 0.48316
H -2.15585 -1.04022 -1.12521
H -0.34347 0.16166 -1.29984
H -0.54069 2.55881 -0.06663
H 1.78747 2.10404 0.35708
*
```

Relative energies, unit kcal/mol: <i> 8.9; <ii> 0.0; <iii> 63.2; <iv> 69.7

<i>
This record from the Open Molecules 2025 dataset describes a single C4H8N4 molecule. The level of theory is ωB97M-V with the def2-TZVPD basis set.

SMILES string ... N/N=C1\NC[C@H]2CN12
Highest occupied orbital energy ... -7.9 eV

Structure (ORCA input):
```
! wB97M-V def2-TZVPD RIJCOSX def2/J DEFGRID3
* xyz 0 1
N 2.34610 1.26144 -0.38253
N 1.42854 0.97259 0.61652
C 0.31186 0.45938 0.20787
N 0.10585 -0.02526 -1.09090
C -1.06001 -0.77944 -1.22770
C -1.68153 -0.68770 0.15948
C -0.94572 -1.29857 1.23102
N -0.82461 0.10908 0.97005
H 3.10197 1.75083 0.09863
H 2.02146 2.05235 -1.03047
H 0.77446 -0.07091 -1.85656
H -1.78856 -0.34861 -2.00793
H -0.90127 -1.87034 -1.64403
H -2.68091 -0.56328 0.23607
H -0.07692 -1.90326 1.07835
H -1.58902 -1.43378 2.11005
*
```

<ii>
This record from the Open Molecules 2025 dataset describes a single C4H8N4 molecule. The level of theory is ωB97M-V with the def2-TZVPD basis set.

Highest occupied orbital energy (alpha / beta) ... -7.3 / -7.3 eV

Structure (ORCA input):
```
! wB97M-V def2-TZVPD RIJCOSX def2/J DEFGRID3
* xyz 0 1
C 0.69416 0.85649 -0.61855
C 0.52182 1.89402 0.46744
C -0.52824 -1.30358 0.13479
C -1.51976 -0.41988 -0.26372
N 0.73042 -0.66289 0.05702
N 1.85190 -1.25863 0.13176
N -0.80334 -2.51509 0.48520
N -2.50725 0.03496 -0.78044
H 1.71535 -2.27854 0.18457
H 0.02602 -3.05995 0.73150
H -3.31273 0.39337 -0.27984
H -0.02469 0.96413 -1.43113
H 1.70077 0.86254 -1.03049
H 0.74864 2.88522 0.06750
H 1.20595 1.69708 1.29200
H -0.49902 1.91073 0.85238
*
```

Relative energies, unit kcal/mol: <i> 0.0; <ii> 51.4

<i>
This record from the Open Molecules 2025 dataset describes 2 unconnected molecules or ions with the total composition CH3O3. The level of theory is ωB97M-V with the def2-TZVPD basis set.

Highest occupied orbital energy ... -4.5 eV

Structure (ORCA input):
```
! wB97M-V def2-TZVPD RIJCOSX def2/J DEFGRID3
* xyz -1 1
O 0.69098 -1.84315 -1.06501
H 0.23034 -0.87019 -1.14048
O -0.21522 1.21432 1.82636
C -0.41531 1.13159 0.64124
O -0.63025 0.09404 -0.11134
H -0.31496 2.01952 -0.05953
H 0.65441 -1.74611 -0.09124
*
```

<ii>
This record from the Open Molecules 2025 dataset describes 2 unconnected molecules or ions with the total composition CH3O3. The level of theory is ωB97M-V with the def2-TZVPD basis set.

Highest occupied orbital energy ... -4.2 eV

Structure (ORCA input):
```
! wB97M-V def2-TZVPD RIJCOSX def2/J DEFGRID3
* xyz -1 1
O 0.13644 2.71536 -0.34588
H -0.77514 3.00933 -0.35662
O -0.36698 -2.21798 0.23049
C 0.29464 -1.16756 0.14604
O -0.07970 0.01362 -0.04710
H 1.41018 -1.29007 0.27114
H 0.10961 1.81964 0.06817
*
```

<iii>
This record from the Open Molecules 2025 dataset describes 2 unconnected molecules or ions with the total composition CH3O3. The level of theory is ωB97M-V with the def2-TZVPD basis set.

Highest occupied orbital energy ... -3.8 eV

Structure (ORCA input):
```
! wB97M-V def2-TZVPD RIJCOSX def2/J DEFGRID3
* xyz -1 1
O 1.89923 2.66626 0.36087
H 1.55197 3.04094 1.20187
H 1.68030 1.70804 0.40716
O -0.23468 -1.64793 0.12706
O -1.48968 -1.66206 -1.69967
C -1.27818 -1.82640 -0.48110
H -2.12898 -2.27885 0.08380
*
```

Relative energies, unit kcal/mol: <i> 8.4; <ii> 0.0; <iii> 11.0

<i>
This record from the Open Molecules 2025 dataset describes a single C2H4NO2P molecule. The level of theory is ωB97M-V with the def2-TZVPD basis set.

SMILES string ... NC(=O)CP=O
Highest occupied orbital energy ... -8.7 eV

Structure (ORCA input):
```
! wB97M-V def2-TZVPD RIJCOSX def2/J DEFGRID3
* xyz 0 1
N -1.65458 -0.64435 0.00445
C -0.32100 -0.69328 -0.01001
O 0.42043 -1.64957 -0.10071
C 0.48437 0.96315 -0.01104
P 2.04395 0.02551 -0.38996
O 2.72498 0.07937 0.86073
H -2.06437 0.28001 -0.21154
H -1.98286 -1.51590 -0.32380
H -0.05789 1.60226 -0.69197
H 0.40697 1.55282 0.87385
*
```

<ii>
This record from the Open Molecules 2025 dataset describes 2 unconnected molecules or ions with the total composition C2H4NO2P. The level of theory is ωB97M-V with the def2-TZVPD basis set.

SMILES string ... O=NP=O.C=C
Highest occupied orbital energy (alpha / beta) ... -9.6 / -9.6 eV

Structure (ORCA input):
```
! wB97M-V def2-TZVPD RIJCOSX def2/J DEFGRID3
* xyz 0 1
O -2.32058 -1.72203 -0.30642
N -2.34317 -0.58229 -0.35574
P -3.33887 0.68487 -0.44507
O -2.98443 2.06617 -0.12045
C 2.07855 0.02077 -0.38792
C 1.62824 -0.16149 0.86689
H 3.01214 0.19815 -0.64578
H 1.49799 -0.31965 -1.24253
H 0.57706 -0.40687 0.95977
H 2.19307 0.22238 1.67725
*
```

<iii>
This record from the Open Molecules 2025 dataset describes a single C2H4NO2P molecule. The level of theory is ωB97M-V with the def2-TZVPD basis set.

Highest occupied orbital energy (alpha / beta) ... -9.2 / -9.2 eV

Structure (ORCA input):
```
! wB97M-V def2-TZVPD RIJCOSX def2/J DEFGRID3
* xyz 0 1
C 0.95584 -0.37207 -0.00368
C -0.53352 -0.85092 0.38416
N -0.68915 1.64403 -0.62406
O -0.58506 2.79038 -0.92655
O 1.11902 0.90464 -0.03922
P -1.68732 0.44392 -0.33562
H 1.48318 -0.86775 0.73291
H 1.30093 -0.90457 -0.84168
H -0.54933 -1.88540 0.19104
H -0.81461 -0.90225 1.46268
*
```

Relative energies, unit kcal/mol: <i> 0.0; <ii> 83.4; <iii> 101.7